{
  "formula": "C10H40N14O10",
  "method": "the ωB97M-V functional and the def2-TZVPD basis",
  "elements": ["O", "H", "H", "O", "H", "H", "C", "O", "N", "N", "H", "H", "H", "H", "C", "O", "N", "N", "H", "H", "H", "H", "C", "O", "N", "N", "H", "H", "H", "H", "C", "O", "N", "N", "H", "H", "H", "H", "C", "O", "N", "N", "H", "H", "H", "H", "C", "O", "N", "N", "H", "H", "H", "H", "C", "O", "N", "N", "H", "H", "H", "H", "C", "C", "C", "O", "H", "H", "H", "H", "H", "H", "H", "H"],
  "xyz": [[0.25523, 0.18226, -1.01084], [-0.36045, -0.28668, -0.44757], [0.84683, 0.62566, -0.40286], [-0.21109, 3.14288, 1.09531], [-0.86518, 3.82271, 1.25727], [-0.52154, 2.38738, 1.59436], [0.89969, 0.08008, -5.34620], [1.20000, 0.63238, -6.41726], [0.96526, -1.19573, -5.13988], [0.62890, 0.78912, -4.31243], [0.77305, -1.53391, -4.20779], [1.48000, -1.74037, -5.81701], [0.58144, 0.51717, -3.34089], [0.67061, 1.77363, -4.53403], [-3.84817, 1.01820, -2.19374], [-4.44141, 0.62577, -3.16879], [-3.59462, 2.24257, -1.86470], [-3.43344, 0.17987, -1.33001], [-3.88290, 2.95996, -2.51458], [-3.00642, 2.53732, -1.09838], [-3.77360, -0.77083, -1.35344], [-2.88464, 0.46963, -0.53317], [2.98387, 1.19519, 1.10450], [1.79445, 1.09687, 1.01191], [3.79311, 0.51593, 0.39433], [3.65754, 2.07350, 1.83743], [3.49435, -0.11904, -0.33207], [4.78523, 0.63222, 0.54360], [4.62449, 1.84119, 2.01390], [3.06592, 2.58460, 2.47686], [1.49452, -3.51129, 1.27356], [2.61135, -2.95165, 1.51627], [0.97611, -4.56407, 1.91713], [0.56630, -3.13269, 0.44563], [1.60903, -5.17084, 2.41847], [0.12422, -4.97603, 1.56404], [-0.34613, -3.56297, 0.39631], [0.71121, -2.27685, -0.07075], [-0.06673, 3.96741, -2.36207], [-0.55611, 4.10697, -3.49042], [1.02122, 3.30448, -2.12140], [-0.78824, 4.19625, -1.35593], [1.66698, 2.98672, -2.83001], [1.06112, 3.15425, -1.12343], [-0.60221, 3.69047, -0.50172], [-1.71590, 4.51180, -1.60086], [-2.77782, 0.28621, 1.97408], [-2.00947, 0.73186, 1.12867], [-4.00520, 0.03032, 1.84143], [-2.27965, -0.34153, 3.04291], [-4.58374, 0.42895, 1.11584], [-4.48636, -0.21115, 2.69599], [-2.90810, -0.65323, 3.76954], [-1.27699, -0.23067, 3.09289], [-0.28334, -3.42787, -3.05657], [0.81718, -2.89801, -2.87648], [-1.43678, -2.97094, -2.70779], [-0.38853, -4.57947, -3.67632], [-1.55701, -2.07887, -2.24969], [-2.21246, -3.61298, -2.78652], [0.49599, -4.80219, -4.11004], [-1.17272, -5.20830, -3.77488], [0.40107, 0.86166, 5.28943], [1.43346, 0.29232, 4.20473], [2.36712, -0.72302, 4.72497], [0.65025, -0.15435, 3.18540], [0.02962, -0.04451, 5.76794], [-0.33630, 1.57207, 4.91567], [0.90212, 1.58823, 5.92907], [1.99231, 1.10263, 3.73655], [2.95147, -0.85924, 3.81498], [1.89480, -1.62173, 5.12162], [3.14703, -0.48751, 5.44910], [1.18902, -0.04003, 2.39911]],
  "smiles": "NC(N)=O.NC(N)=O.NC(N)=O.NC(N)=O.NC(N)=O.NC(N)=O.NC(N)=O.CC(C)O.O.O",
  "e_above_lowest_ev": 5.1250,
  "homo_ev": -8.24,
  "lumo_energy_ev": -0.1,
  "multiplicity": 1,
  "energy_ha": -1924.14726,
  "largest_force_ev_per_a": 7.14,
  "total_charge": 0
}



{
  "formula": "C10H40N18O10",
  "method": "the ωB97M-V functional and the def2-TZVPD basis",
  "elements": ["C", "O", "H", "H", "H", "H", "C", "O", "N", "N", "H", "H", "H", "H", "C", "O", "N", "N", "H", "H", "H", "H", "C", "O", "N", "N", "H", "H", "H", "H", "C", "O", "N", "N", "H", "H", "H", "H", "C", "O", "N", "N", "H", "H", "H", "H", "C", "O", "N", "N", "H", "H", "H", "H", "C", "O", "N", "N", "H", "H", "H", "H", "C", "O", "N", "N", "H", "H", "H", "H", "C", "O", "N", "N", "H", "H", "H", "H"],
  "xyz": [[0.38388, 0.19704, 0.34374], [-0.96571, 0.19937, -0.23771], [0.82762, 1.18920, 0.42627], [0.39277, -0.18841, 1.36327], [0.96937, -0.52987, -0.21921], [-1.09668, 1.01275, -0.73053], [-4.16341, -1.31632, -1.91483], [-3.87238, -2.48324, -1.81367], [-5.41370, -0.86248, -2.19623], [-3.34169, -0.28627, -1.87199], [-5.65107, 0.11601, -2.27568], [-6.18901, -1.39450, -1.82753], [-2.33678, -0.35469, -1.79728], [-3.81257, 0.60480, -1.80588], [4.00965, -1.15183, 2.36988], [4.71708, -2.01605, 1.85090], [2.86751, -0.70723, 1.87878], [4.33894, -0.37522, 3.39043], [2.46258, 0.06538, 2.38791], [2.46912, -1.18975, 1.08597], [5.11250, -0.77141, 3.90496], [3.79809, 0.45983, 3.56440], [1.78447, 1.29695, 4.71807], [1.30193, 0.44509, 3.91800], [2.66653, 1.02765, 5.65308], [1.40882, 2.53806, 4.67995], [2.75943, 1.70714, 6.39454], [3.12742, 0.13467, 5.55174], [1.54311, 3.05947, 5.53446], [0.93774, 2.88952, 3.85857], [0.44272, -2.65456, -2.79335], [-0.07191, -2.53665, -3.90780], [-0.00229, -3.48427, -1.86396], [1.50526, -1.94188, -2.41451], [-0.81593, -4.02002, -2.13055], [0.32189, -3.36165, -0.91529], [1.85625, -1.29951, -3.11040], [1.97705, -2.13370, -1.54232], [-1.23258, 1.04174, -4.92173], [-1.29261, 2.26590, -4.66186], [-0.87172, 0.09739, -4.08106], [-1.35020, 0.52070, -6.10820], [-0.58379, 0.53798, -3.21904], [-0.77033, -0.86798, -4.36014], [-1.43278, 1.17636, -6.87199], [-0.99694, -0.39652, -6.34058], [2.57278, 2.33388, -1.29825], [2.24152, 3.18833, -0.48604], [1.98060, 1.99699, -2.38090], [3.59113, 1.57874, -1.13127], [2.39654, 1.34076, -3.02623], [1.27245, 2.67065, -2.63546], [3.80800, 0.74970, -1.66584], [3.98518, 1.71486, -0.21133], [-3.16024, -1.12861, 2.80259], [-3.97288, -1.68445, 3.54770], [-1.94737, -0.93557, 3.16845], [-3.47597, -0.69929, 1.62037], [-1.55495, -1.19237, 4.06296], [-1.40660, -0.45481, 2.46379], [-4.34748, -0.97797, 1.19268], [-2.78771, -0.26248, 1.02406], [0.38616, -3.42125, 1.64377], [0.88596, -2.94936, 0.63724], [0.43493, -2.96131, 2.89152], [-0.29663, -4.56601, 1.63468], [-0.10460, -3.41502, 3.61482], [1.10655, -2.20904, 2.94740], [-0.37593, -5.10295, 2.48645], [-0.38669, -5.00337, 0.72874], [-1.09694, 3.88883, -1.23262], [-1.04444, 2.66598, -1.21632], [-0.06549, 4.63218, -0.84886], [-2.08504, 4.56245, -1.70079], [-0.15089, 5.63715, -0.90209], [0.79149, 4.10070, -0.79209], [-2.92835, 4.09284, -1.99810], [-1.98282, 5.55064, -1.88282]],
  "smiles": "NC(N)=O.NC(N)=O.NC(N)=O.NC(N)=O.NC(N)=O.NC(N)=O.NC(N)=O.NC(N)=O.NC(N)=O.CO",
  "e_above_lowest_ev": 3.8979,
  "homo_ev": -8.76,
  "lumo_energy_ev": 0.0,
  "multiplicity": 1,
  "energy_ha": -2143.30678,
  "largest_force_ev_per_a": 6.20,
  "total_charge": 0
}



{
  "formula": "C10H40N20O10",
  "method": "the ωB97M-V functional and the def2-TZVPD basis",
  "elements": ["C", "O", "N", "N", "H", "H", "H", "H", "C", "O", "N", "N", "H", "H", "H", "H", "C", "O", "N", "N", "H", "H", "H", "H", "C", "O", "N", "N", "H", "H", "H", "H", "C", "O", "N", "N", "H", "H", "H", "H", "C", "O", "N", "N", "H", "H", "H", "H", "C", "O", "N", "N", "H", "H", "H", "H", "C", "O", "N", "N", "H", "H", "H", "H", "C", "O", "N", "N", "H", "H", "H", "H", "C", "O", "N", "N", "H", "H", "H", "H"],
  "xyz": [[14.84206, -30.14838, -30.15365], [15.54247, -31.12161, -30.36918], [15.17834, -28.89534, -30.28868], [13.59970, -30.26601, -29.82997], [16.13450, -28.77123, -30.58944], [14.53232, -28.12591, -30.18505], [13.29544, -31.22707, -29.76772], [13.08432, -29.41364, -29.66282], [10.68342, -21.30272, -24.24508], [9.63131, -20.86630, -23.98218], [11.74654, -20.67019, -24.60971], [11.00568, -22.55042, -24.12585], [12.64272, -21.09728, -24.79554], [11.59775, -19.83503, -25.15786], [11.88461, -22.92816, -24.44971], [10.27058, -23.07195, -23.67007], [9.36043, -17.71795, -35.57592], [9.12669, -16.61725, -36.14910], [9.24568, -17.84921, -34.26938], [9.50441, -18.84271, -36.21212], [9.55012, -18.70517, -33.82810], [8.98041, -16.98325, -33.82234], [9.34834, -19.65849, -35.63745], [9.50746, -18.80905, -37.22156], [18.82375, -22.23482, -27.90062], [18.55487, -22.29367, -29.08362], [18.45916, -21.45165, -26.96371], [19.84594, -22.88846, -27.41405], [17.77411, -20.72998, -27.13686], [18.67312, -21.85263, -26.06174], [20.37769, -23.42475, -28.08467], [20.17011, -22.74090, -26.46893], [12.23192, -22.48613, -31.04754], [11.03099, -22.23289, -31.41140], [12.58482, -23.57822, -30.46249], [13.24110, -21.68286, -31.17767], [13.40783, -23.76812, -29.90868], [11.83777, -24.25432, -30.39243], [14.13062, -22.07624, -30.90544], [13.18681, -20.81628, -31.69361], [2.57036, -21.27370, -35.06380], [3.11004, -22.19300, -35.58981], [1.27673, -21.10264, -35.32108], [2.87578, -20.54615, -34.03113], [0.90915, -21.49842, -36.17452], [0.68625, -20.50976, -34.75547], [3.72293, -20.78751, -33.53698], [2.26519, -19.74297, -33.98430], [6.26860, -27.25192, -30.50029], [7.30510, -27.26966, -29.90527], [5.96786, -26.43961, -31.49930], [5.34013, -28.08739, -30.22799], [5.19606, -26.39711, -32.14939], [6.75958, -25.85149, -31.71701], [4.45283, -27.92899, -30.68373], [5.44626, -28.86089, -29.58728], [14.75288, -27.73317, -23.87141], [14.74058, -26.76422, -24.68800], [14.16064, -28.80401, -24.15495], [15.30586, -27.81664, -22.64845], [14.30395, -29.64433, -23.61326], [13.69313, -28.67505, -25.04090], [15.37419, -28.67034, -22.11309], [15.71780, -27.08623, -22.08552], [19.76398, -16.57579, -32.49875], [18.98715, -16.26641, -31.62555], [20.10733, -15.61275, -33.30794], [20.11242, -17.81029, -32.73625], [20.70713, -15.81174, -34.09581], [19.66869, -14.72595, -33.10475], [20.54670, -17.87165, -33.64605], [19.86432, -18.58047, -32.13178], [14.76702, -14.74360, -36.85436], [15.83049, -14.26844, -37.16803], [13.75741, -14.70901, -37.63577], [14.57921, -15.45830, -35.81878], [13.78604, -14.14930, -38.47601], [12.84607, -14.90217, -37.24559], [15.39168, -15.42209, -35.21988], [13.63639, -15.70820, -35.55656]],
  "smiles": "NC(N)=O.NC(N)=O.NC(N)=O.NC(N)=O.NC(N)=O.NC(N)=O.NC(N)=O.NC(N)=O.NC(N)=O.NC(N)=O",
  "e_above_lowest_ev": 9.1963,
  "homo_ev": -9.45,
  "lumo_energy_ev": -0.2,
  "multiplicity": 1,
  "energy_ha": -2252.68100,
  "largest_force_ev_per_a": 7.05,
  "total_charge": 0
}



{
  "formula": "C10H40N20O10",
  "method": "the ωB97M-V functional and the def2-TZVPD basis",
  "elements": ["C", "O", "N", "N", "H", "H", "H", "H", "C", "O", "N", "N", "H", "H", "H", "H", "C", "O", "N", "N", "H", "H", "H", "H", "C", "O", "N", "N", "H", "H", "H", "H", "C", "O", "N", "N", "H", "H", "H", "H", "C", "O", "N", "N", "H", "H", "H", "H", "C", "O", "N", "N", "H", "H", "H", "H", "C", "O", "N", "N", "H", "H", "H", "H", "C", "O", "N", "N", "H", "H", "H", "H", "C", "O", "N", "N", "H", "H", "H", "H"],
  "xyz": [[-0.05566, -3.23349, -0.07239], [-0.55087, -2.36332, 0.62757], [-0.16639, -4.51504, 0.24300], [0.26341, -2.96798, -1.32426], [-0.80121, -4.80301, 0.97388], [0.12845, -5.21382, -0.42400], [0.59778, -3.72908, -1.89786], [0.46060, -2.00691, -1.56422], [3.72497, -0.88532, 3.22740], [3.85393, -2.04141, 2.95131], [3.66746, -0.43829, 4.45958], [3.77783, 0.09734, 2.37359], [3.71691, 0.55800, 4.61790], [3.45766, -1.06841, 5.22052], [4.04995, -0.30041, 1.48598], [3.83952, 1.04417, 2.71972], [5.85442, -0.79219, -0.43972], [4.71007, -0.43683, -0.24668], [6.70385, 0.03771, -1.02417], [6.26596, -2.05798, -0.41273], [6.27129, 0.94922, -1.07046], [7.67493, -0.11404, -1.25675], [7.17867, -2.34777, -0.73377], [5.68226, -2.87197, -0.28307], [-2.46274, 1.41881, -3.65342], [-2.22321, 0.29519, -3.23616], [-1.95073, 2.59041, -3.31385], [-3.40800, 1.56081, -4.48986], [-2.55084, 3.39539, -3.42334], [-1.04491, 2.60670, -2.86739], [-3.31438, 2.47345, -4.91225], [-3.72415, 0.77765, -5.04374], [2.34250, 2.80386, 2.84758], [3.42647, 3.07836, 3.31073], [2.05790, 3.07229, 1.64727], [1.41416, 2.14023, 3.43581], [2.85496, 3.44262, 1.14964], [1.26789, 2.71153, 1.13168], [1.68313, 1.69984, 4.30404], [0.44178, 2.09940, 3.16575], [-3.99159, -3.63626, 1.34525], [-3.37101, -4.40472, 0.64728], [-4.83459, -3.98453, 2.28736], [-3.63143, -2.45362, 1.37647], [-5.01026, -4.97837, 2.24835], [-5.27531, -3.36774, 2.95476], [-2.85612, -2.23027, 0.76892], [-4.20830, -1.80499, 1.89280], [2.44507, 4.30962, -2.96843], [3.47832, 4.62236, -3.49477], [1.51827, 5.25625, -2.84723], [2.08549, 3.07862, -2.58209], [1.62963, 6.07351, -3.43015], [0.58429, 4.88293, -2.75554], [1.23608, 2.93436, -2.05502], [2.90548, 2.52534, -2.37815], [-2.36864, 0.69218, 3.42329], [-2.19105, 1.34875, 4.44657], [-2.54564, 1.15643, 2.21865], [-2.45833, -0.61479, 3.46815], [-2.89996, 0.62827, 1.43404], [-2.22746, 2.07927, 1.95938], [-2.32341, -1.18248, 4.29255], [-2.51882, -1.12694, 2.59975], [-5.43033, -1.24574, -2.65850], [-6.57276, -1.41009, -2.31557], [-4.93035, -1.47755, -3.76690], [-4.46611, -0.85525, -1.88179], [-5.70035, -1.74570, -4.36297], [-3.95717, -1.73165, -3.85880], [-3.73218, -0.47513, -2.46226], [-4.69897, -0.49278, -0.96828], [0.18120, 0.87802, -0.23240], [0.10733, 2.03847, -0.53589], [1.20420, 0.18003, 0.21134], [-0.82495, 0.07429, -0.49208], [2.09662, 0.62303, 0.37698], [0.89251, -0.48964, 0.90017], [-0.82144, -0.85931, -0.10674], [-1.63355, 0.52013, -0.90135]],
  "e_above_lowest_ev": 1.6474,
  "homo_ev": [-11.04, -11.04],
  "lumo_energy_ev": [-2.5, -8.8],
  "multiplicity": 2,
  "energy_ha": -2252.47448,
  "largest_force_ev_per_a": 9.17,
  "total_charge": 1
}